Computed, not measured: a structure of composition C48H113F3N4O14Y in a non-equilibrium geometry, with the ωB97M-V functional and the def2-TZVPD basis.

HOMO-LUMO gap (eV): 4.29
Total charge: +1

```
183
C48H113F3N4O14Y (the ωB97M-V functional and the def2-TZVPD basis)
Y 1.56 -23.39 -12.48
C -0.80 -21.76 -9.40
C 0.07 -22.94 -9.12
O 1.05 -23.16 -10.10
H -1.53 -21.60 -8.60
H -1.35 -21.82 -10.34
H -0.18 -20.87 -9.52
H -0.67 -23.73 -8.94
H 0.50 -22.77 -8.14
C -1.89 -23.20 -13.42
O -1.88 -24.48 -12.84
O -0.60 -22.82 -13.23
C -2.59 -23.16 -14.80
F -1.93 -22.46 -15.79
F -2.86 -24.34 -15.28
F -3.74 -22.49 -14.76
C -3.07 -25.13 -12.37
C -3.08 -26.67 -12.64
H -2.79 -26.99 -13.64
H -2.46 -27.21 -11.93
H -4.08 -27.03 -12.40
H -3.94 -24.81 -12.96
H -3.26 -24.87 -11.33
H -2.53 -22.64 -12.73
O 0.40 -21.51 -16.27
H -0.31 -21.96 -15.80
H 0.11 -21.52 -17.19
O -0.10 -25.95 -11.36
H -0.60 -25.50 -10.68
H -0.58 -25.78 -12.17
O -1.85 -23.03 -18.52
H -1.89 -23.94 -18.82
H -2.43 -23.00 -17.75
O 1.62 -20.84 -12.42
H 2.26 -20.14 -12.27
H 0.77 -20.41 -12.29
O 0.77 -25.33 -14.14
H 1.30 -26.11 -14.07
H -0.05 -25.63 -14.54
C -0.74 -20.56 -21.94
C -1.16 -19.31 -21.11
C -2.17 -18.73 -22.09
C -3.08 -17.74 -21.39
C -3.64 -18.42 -20.11
C -2.62 -18.99 -19.05
N -1.66 -19.79 -19.83
O -0.69 -20.46 -19.02
C -1.92 -17.91 -18.21
C -3.36 -20.02 -18.13
C 0.05 -18.40 -20.88
H 0.28 -20.79 -21.60
H -0.53 -20.38 -22.99
H -1.47 -21.36 -21.89
H -1.61 -18.35 -22.94
H -2.74 -19.53 -22.57
H -3.89 -17.33 -21.99
H -2.41 -16.91 -21.13
H -4.36 -19.17 -20.45
H -4.14 -17.58 -19.63
H -2.48 -17.70 -17.30
H -0.96 -18.27 -17.83
H -1.64 -17.02 -18.78
H -4.37 -19.71 -17.86
H -3.26 -21.04 -18.50
H -2.86 -20.18 -17.17
H 0.92 -18.40 -21.53
H 0.42 -18.57 -19.87
H -0.20 -17.34 -20.82
H -1.10 -21.31 -18.84
C -4.69 -26.47 -8.38
C -4.95 -27.99 -8.19
C -4.66 -28.58 -6.76
C -5.66 -28.18 -5.67
C -6.97 -28.74 -6.16
C -7.45 -28.38 -7.63
N -6.32 -28.55 -8.57
O -6.71 -28.42 -9.94
C -8.52 -29.44 -7.99
C -8.06 -26.86 -7.69
C -4.09 -28.89 -9.06
H -4.93 -26.18 -9.40
H -3.69 -26.08 -8.15
H -5.22 -25.82 -7.68
H -4.55 -29.66 -6.71
H -3.79 -27.99 -6.46
H -5.72 -27.10 -5.51
H -5.32 -28.60 -4.73
H -7.60 -28.30 -5.39
H -6.90 -29.82 -6.04
H -8.00 -30.39 -7.94
H -9.43 -29.37 -7.39
H -8.77 -29.39 -9.05
H -8.31 -26.51 -8.69
H -9.01 -26.75 -7.17
H -7.37 -26.18 -7.20
H -4.10 -29.93 -8.74
H -3.08 -28.56 -9.28
H -4.55 -28.94 -10.05
H -6.54 -29.30 -10.29
C -3.57 -27.53 -16.64
C -2.32 -28.20 -17.04
C -2.72 -29.06 -18.27
C -1.50 -29.34 -19.20
C -0.71 -28.12 -19.53
C -0.18 -27.31 -18.32
N -1.37 -27.11 -17.41
O -1.07 -26.32 -16.31
C 0.95 -28.14 -17.68
C 0.35 -26.00 -18.94
C -1.79 -29.13 -15.93
H -4.48 -28.13 -16.58
H -3.69 -26.69 -17.32
H -3.48 -26.75 -15.88
H -2.93 -30.07 -17.93
H -3.60 -28.60 -18.73
H -1.65 -29.83 -20.16
H -0.95 -30.09 -18.63
H -1.36 -27.47 -20.10
H 0.05 -28.38 -20.27
H 1.85 -27.69 -18.10
H 1.04 -27.98 -16.61
H 0.95 -29.22 -17.82
H 1.10 -26.07 -19.72
H -0.49 -25.39 -19.29
H 0.81 -25.33 -18.21
H -2.50 -29.89 -15.60
H -1.46 -28.57 -15.05
H -0.89 -29.69 -16.19
H -1.13 -25.49 -16.78
C -7.59 -25.17 -14.29
C -8.75 -26.01 -13.58
C -9.47 -24.98 -12.69
C -10.37 -23.91 -13.33
C -11.44 -24.54 -14.22
C -10.77 -25.54 -15.30
N -9.83 -26.47 -14.55
O -9.35 -27.50 -15.28
C -11.91 -26.46 -15.87
C -10.08 -24.75 -16.50
C -8.23 -27.21 -12.72
H -7.45 -25.67 -15.25
H -6.70 -25.15 -13.66
H -7.94 -24.18 -14.56
H -9.94 -25.52 -11.86
H -8.69 -24.39 -12.21
H -9.72 -23.14 -13.75
H -10.91 -23.37 -12.55
H -12.04 -23.69 -14.55
H -11.94 -25.28 -13.59
H -11.52 -27.28 -16.48
H -12.14 -27.03 -14.97
H -12.76 -25.89 -16.23
H -9.66 -25.36 -17.29
H -10.81 -24.00 -16.83
H -9.26 -24.14 -16.12
H -7.38 -26.95 -12.09
H -7.91 -27.96 -13.45
H -8.97 -27.76 -12.14
H -9.62 -28.31 -14.82
C -2.63 -19.11 -14.28
C -2.81 -18.03 -13.22
C -4.20 -17.91 -12.47
O -1.75 -18.20 -12.31
H -1.87 -18.81 -15.00
H -3.50 -19.13 -14.92
H -2.51 -20.17 -14.06
H -2.70 -17.03 -13.65
H -4.12 -17.12 -11.73
H -4.57 -18.83 -12.02
H -4.96 -17.69 -13.22
H -0.94 -17.96 -12.77
C -7.32 -21.74 -11.03
C -5.98 -22.58 -11.22
C -4.99 -22.59 -9.96
O -6.38 -23.92 -11.54
H -7.75 -22.00 -10.06
H -8.13 -21.95 -11.73
H -7.11 -20.67 -11.04
H -5.36 -22.29 -12.07
H -4.22 -21.83 -10.11
H -4.37 -23.48 -9.89
H -5.49 -22.65 -8.99
H -7.11 -24.20 -10.98
```

These are the Löwdin partial charges, in e, on atoms 1 to 6: number 1, Y, carries 1.952; number 2, C, carries -0.108; number 3, C, carries -0.430; number 4, O, carries -0.399; number 5, H, carries 0.082; number 6, H, carries 0.056